[1]
Computed, not measured: a 6-piece molecular cluster, C19H39FNO19S2 overall, with ωB97M-V/def2-TZVPD.

Last column: Löwdin charge in e.
Geometry (Å):
1 C 1.6428 -0.8233 0.6615  -0.143
2 C 2.7940 0.0061 -0.1915  -0.228
3 C 2.3894 0.3076 -1.7517  -0.402
4 C 1.9866 -1.0860 -2.5567  -0.126
5 S 0.9627 1.4970 -1.9892  0.692
6 O -0.2845 1.0359 -1.1393  -0.431
7 O 0.4861 1.4087 -3.4807  -0.422
8 N 1.2822 3.1462 -1.5147  -0.303
9 S 2.9282 3.6294 -1.8373  0.752
10 O 3.8245 3.3113 -0.5909  -0.407
11 O 2.9111 5.2052 -1.9310  -0.411
12 F 3.5749 3.0735 -3.3247  -0.284
13 H 1.2336 -1.7602 0.0620  0.076
14 H 2.1268 -1.1733 1.6905  0.077
15 H 0.7233 -0.1313 0.9684  0.076
16 H 3.7929 -0.6095 -0.1368  0.115
17 H 2.9198 1.0449 0.3536  0.105
18 H 3.3331 0.7454 -2.2888  0.110
19 H 2.6140 -2.0217 -2.1972  0.089
20 H 0.8270 -1.3224 -2.5173  0.096
21 H 2.2972 -0.8965 -3.6909  0.089
22 C 0.8783 2.8450 4.6203  -0.046
23 O -0.1908 2.2635 5.3638  -0.017
24 C -0.4528 0.9703 5.0466  -0.571
25 O 0.1356 0.3039 4.2095  0.106
26 O -1.4826 0.5471 5.8223  -0.018
27 C -1.8701 -0.8067 5.5958  -0.051
28 H 1.0000 3.8787 4.9556  0.093
29 H 1.8148 2.3099 4.8077  0.098
30 H 0.6440 2.8553 3.5509  0.104
31 H -1.0434 -1.4879 5.8221  0.100
32 H -2.2142 -0.9425 4.5654  0.091
33 H -2.7002 -1.0378 6.2688  0.094
34 C -3.4323 1.5258 2.7555  -0.036
35 O -4.5473 0.7638 3.2139  -0.015
36 C -5.6825 1.4860 3.3904  -0.559
37 O -5.8079 2.6845 3.1931  0.111
38 O -6.6540 0.6438 3.8243  -0.017
39 C -7.9144 1.2705 4.0541  -0.058
40 H -2.5806 0.8482 2.6494  0.094
41 H -3.6436 1.9689 1.7770  0.107
42 H -3.1680 2.2996 3.4835  0.102
43 H -8.3048 1.7035 3.1275  0.098
44 H -7.8293 2.0341 4.8340  0.097
45 H -8.6150 0.5046 4.3978  0.091
46 C -4.4571 -4.2850 4.1993  -0.048
47 O -3.0830 -4.5105 4.5078  -0.014
48 C -2.6703 -5.7889 4.3162  -0.559
49 O -3.3612 -6.7134 3.9173  0.105
50 O -1.3558 -5.8606 4.6450  -0.010
51 C -0.7822 -7.1573 4.4914  -0.054
52 H -4.6774 -3.2309 4.3889  0.092
53 H -4.6549 -4.4935 3.1430  0.101
54 H -5.1019 -4.8925 4.8426  0.097
55 H -0.8331 -7.4806 3.4467  0.099
56 H -1.2801 -7.8797 5.1462  0.097
57 H 0.2702 -7.0980 4.7821  0.094
58 C 6.4907 -0.7835 -3.9968  -0.046
59 O 6.1096 -2.1465 -3.8204  -0.013
60 C 6.3502 -2.9372 -4.8966  -0.560
61 O 6.8461 -2.5789 -5.9534  0.105
62 O 5.9434 -4.1958 -4.5934  -0.012
63 C 6.1370 -5.1436 -5.6414  -0.057
64 H 6.2533 -0.2442 -3.0756  0.095
65 H 7.5680 -0.7037 -4.1746  0.097
66 H 5.9268 -0.3281 -4.8173  0.102
67 H 7.2002 -5.2381 -5.8849  0.096
68 H 5.5590 -4.8625 -6.5277  0.098
69 H 5.7771 -6.1144 -5.2899  0.092
70 C -2.6172 5.6473 -7.3839  -0.066
71 O -1.6374 6.0405 -6.4249  -0.021
72 C -1.2428 5.0461 -5.5902  -0.561
73 O -1.6494 3.8947 -5.6036  0.112
74 O -0.3173 5.5546 -4.7379  -0.007
75 C 0.1914 4.6136 -3.7945  -0.080
76 H -2.8587 6.5197 -7.9974  0.087
77 H -2.2234 4.8639 -8.0393  0.095
78 H -3.5328 5.3129 -6.8854  0.094
79 H 0.6975 3.7888 -4.3065  0.081
80 H -0.6119 4.2378 -3.1526  0.098
81 H 0.9226 5.1279 -3.1649  0.056

Atomic forces in eV per Å
-0.10 0.19 0.45
-1.16 0.50 0.77
1.39 -1.81 0.22
0.13 0.35 -1.09
-6.40 -0.63 -1.91
4.74 1.57 -1.72
2.83 0.41 4.35
3.18 -2.36 -1.86
0.48 5.65 5.25
-2.36 -0.50 -5.11
-0.19 -5.89 -0.86
-0.94 0.36 2.28
0.92 1.96 1.31
-0.95 0.57 -2.27
2.08 -1.50 -1.00
-1.88 1.33 -0.41
0.07 -2.11 -1.17
-1.94 -0.52 0.98
-1.26 2.11 -0.39
2.54 0.60 0.04
-0.93 -0.49 2.42
0.44 0.28 -0.37
-0.44 -1.06 -0.02
0.37 -0.23 -0.45
-0.92 0.97 1.29
0.69 0.51 -0.44
-0.14 -0.51 -0.10
-0.26 -0.26 0.12
-0.21 -0.01 -0.17
0.14 -0.15 0.18
-0.11 0.13 -0.22
0.21 -0.03 0.15
0.17 0.33 -0.04
0.62 0.36 -0.27
-1.27 0.36 0.33
0.34 0.56 -0.21
0.07 -1.80 0.34
0.66 0.40 -0.25
-0.38 0.19 0.06
-0.33 -0.08 0.06
0.01 0.01 0.27
-0.17 -0.04 -0.18
0.15 0.07 0.21
0.02 -0.02 -0.27
0.36 -0.06 -0.09
-0.53 0.15 -0.13
0.54 -1.00 -0.05
-0.27 -0.26 -0.18
0.99 1.30 0.59
-1.01 0.22 -0.19
0.23 -0.43 -0.06
0.34 -0.17 0.02
0.01 -0.11 0.24
0.13 -0.02 -0.23
-0.14 0.00 0.23
-0.03 0.10 -0.24
-0.26 0.29 -0.01
0.10 0.63 -0.03
0.14 -0.96 -0.84
0.15 0.39 -0.27
-0.68 -0.59 1.48
0.25 0.88 -0.08
0.04 -0.30 -0.32
-0.07 -0.37 -0.09
-0.22 -0.04 -0.13
0.22 -0.13 0.07
-0.21 0.14 -0.08
0.24 0.04 0.11
-0.01 0.33 0.20
-0.18 -0.08 -0.17
0.10 -0.33 0.25
0.46 -0.73 0.78
0.40 1.78 -0.22
-1.27 0.00 -1.44
0.41 -0.44 0.66
0.24 0.01 0.27
-0.14 0.00 0.22
0.22 -0.12 -0.10
-0.34 0.04 0.14
0.17 -0.08 -0.30
-0.30 0.17 -0.35

Its net charge is -1. Its HOMO-LUMO gap is 8.3 eV. The total energy is -85112.9006 eV. Its energy above the lowest of the compared OMol25 structures with the same formula, charge and spin is 558.2 kJ/mol. The max |F| is 7.7 eV Å⁻¹.

[2]
Computed, not measured: C19H39NO14Zr2 as an isolated structure, with ωB97M-V/def2-TZVPD.

Last column: Löwdin charge in e.
Geometry (Å):
1 Zr 0.5654 2.2888 -1.4463  2.072
2 Zr 1.5974 -0.9301 -3.8913  1.898
3 O 0.6825 -0.0466 -2.0056  -0.548
4 C 0.1078 -0.7481 -0.8531  -0.220
5 C 0.5778 -0.1022 0.5058  -0.283
6 O 0.7205 1.2929 0.5205  -0.367
7 H -0.9654 -0.5665 -0.9503  0.089
8 H 0.1641 -1.8190 -1.0460  0.086
9 H 1.4801 -0.5670 0.9222  0.111
10 H -0.1415 -0.3888 1.2802  0.108
11 O -1.5355 2.5665 -1.2308  -0.358
12 C -2.8302 2.3865 -1.6715  -0.269
13 C -3.2556 0.9468 -2.1359  -0.249
14 O -2.5237 0.3392 -3.1091  0.016
15 H -3.1359 3.2560 -2.2644  0.129
16 H -3.5108 2.6332 -0.8437  0.118
17 H -4.3093 0.9169 -2.4608  0.160
18 H -3.3111 0.2157 -1.3083  0.150
19 O 0.3472 2.3723 -3.6057  -0.432
20 C -0.0372 2.3449 -4.9678  -0.260
21 C 0.1170 0.9336 -5.6036  -0.292
22 O -0.2473 -0.3107 -4.9666  -0.388
23 H 0.2121 3.1609 -5.6488  0.132
24 H -1.1254 2.4957 -5.0112  0.125
25 H 1.1876 0.7760 -5.7521  0.060
26 H -0.4459 0.8693 -6.5353  0.135
27 C -3.3163 -4.8512 -1.0215  0.058
28 N -3.2360 -3.4124 -0.7119  -0.438
29 O -2.1250 -3.0106 -0.3573  0.014
30 O -4.1632 -2.6838 -0.9525  0.096
31 H -3.8618 -4.8379 -1.9646  0.108
32 H -3.9622 -5.1643 -0.2000  0.116
33 H -2.3853 -5.3888 -1.1478  0.099
34 O 2.8330 -1.7796 -2.0219  -0.120
35 C 3.5523 -2.0413 -1.0473  -0.492
36 O 3.4405 -3.0276 -0.2181  0.071
37 C 2.4754 -4.0263 -0.4147  -0.202
38 C 2.8441 -5.1253 -1.4159  -0.035
39 C 4.7599 -1.2291 -0.6898  0.060
40 H 1.4974 -3.6065 -0.6679  0.108
41 H 2.2785 -4.4598 0.5660  0.141
42 H 3.7477 -5.6166 -1.0464  0.090
43 H 3.1627 -4.7527 -2.3898  0.073
44 H 2.0701 -5.8878 -1.4459  0.092
45 H 5.6479 -1.7642 -0.3585  0.113
46 H 4.4804 -0.7124 0.2338  0.112
47 H 4.9957 -0.5443 -1.5007  0.094
48 O 0.9952 -1.1881 4.6939  0.096
49 C 0.2200 -0.3131 4.3822  -0.543
50 O -1.0806 -0.5028 4.1878  -0.003
51 C -1.6457 -1.8024 4.2394  -0.204
52 C -1.6100 -2.6378 2.9330  -0.062
53 C 0.6896 1.1463 4.4054  0.032
54 H -2.6964 -1.6247 4.4729  0.121
55 H -1.3102 -2.3549 5.1170  0.127
56 H -2.1913 -3.5564 2.9492  0.079
57 H -0.5764 -2.9108 2.7001  0.067
58 H -1.8654 -2.0465 2.0519  0.046
59 H 1.7579 1.0663 4.5803  0.086
60 H 0.1388 1.7077 5.1580  0.094
61 H 0.4735 1.6052 3.4394  0.057
62 O 0.6740 4.0504 0.3017  -0.039
63 C 1.2204 4.3680 1.3416  -0.476
64 O 0.6099 4.8696 2.4548  0.012
65 C -0.7865 5.3144 2.3828  -0.138
66 C -1.8260 4.1331 2.4163  -0.042
67 C 2.7098 4.3040 1.5320  0.048
68 H -1.0317 6.0429 1.6162  0.129
69 H -0.8590 5.6970 3.3986  0.123
70 H -1.5765 3.3787 3.1639  0.070
71 H -1.7118 3.5498 1.4985  0.049
72 H -2.8598 4.4392 2.5544  0.085
73 H 3.2398 4.4347 0.5938  0.094
74 H 2.7998 3.3466 2.0518  0.106
75 H 2.9781 5.0901 2.2351  0.104

Atomic forces in eV per Å
-6.27 -1.48 0.38
-5.26 2.51 2.19
1.44 0.98 -1.02
-0.69 1.17 -0.12
0.20 -1.36 0.45
0.15 0.93 -3.93
-0.03 0.12 0.10
0.59 -0.08 0.74
0.42 -0.01 -0.51
-0.47 0.01 -0.29
4.82 -0.92 -0.17
-1.61 0.01 0.64
1.51 0.89 -1.65
0.00 0.54 1.07
0.29 -0.61 -1.24
0.16 -0.56 0.57
-0.41 0.17 0.05
0.00 -0.14 0.47
1.73 0.40 2.01
-2.52 -1.82 1.08
0.14 -0.59 0.07
3.27 -0.30 2.69
1.38 -0.11 0.29
-0.33 -0.15 0.55
1.17 0.51 -0.84
0.54 0.46 -0.39
-1.84 0.22 -0.20
2.58 1.01 -0.94
-0.40 0.04 0.29
-0.38 -0.33 0.37
-0.21 -0.47 0.17
0.11 -0.87 -0.31
0.22 0.47 0.55
-0.83 -0.22 -1.25
2.02 0.07 0.26
0.08 0.40 -0.50
-2.40 -1.65 -0.12
1.38 0.36 0.82
-0.38 0.71 0.15
0.24 0.43 -0.24
0.46 -0.04 0.01
-0.07 -0.16 0.10
-0.60 0.07 -0.18
-0.14 0.21 -0.27
-0.22 -0.57 -0.42
-0.07 0.47 -0.19
0.04 0.15 0.23
-0.38 -0.23 -0.66
1.13 0.03 1.50
-0.16 0.73 -0.93
-1.50 -1.30 0.11
1.55 0.95 -0.03
-0.76 -0.91 -0.78
-0.02 0.27 -0.14
0.63 -0.02 -0.25
-0.19 0.18 0.33
0.10 -0.28 0.29
-0.61 0.13 0.22
-0.06 0.42 0.16
0.20 -0.05 0.15
0.10 0.11 -0.07
-0.90 -0.76 -1.66
0.51 1.51 2.06
0.34 -0.77 -3.13
-1.55 -1.78 2.15
1.59 -0.48 -1.05
-1.12 0.15 0.80
0.63 0.00 -0.14
-0.10 0.89 -0.34
0.07 0.44 0.47
-0.44 0.22 -0.27
0.15 0.33 -0.06
0.05 -0.43 0.04
0.78 -0.12 -0.27
0.21 -0.10 -0.04

Its net charge is +2. Its HOMO-LUMO gap is 3.1 eV. The total energy is -53027.2235 eV. Its energy above the lowest of the compared OMol25 structures with the same formula, charge and spin is 965.3 kJ/mol. The max |F| is 6.5 eV Å⁻¹.

Question: HOMO-LUMO gap of number 1 (C19H39FNO19S2)?
Answer: 8.3 eV

Question: Look up the total energy of the second one.
Answer: -53027.2235 eV